Entry 1:
A cluster of 5 separate species, C43H79BBrN2O11S4 in total in a non-equilibrium geometry. Source: the OMol25 dataset; level of theory: wB97M-V/def2-TZVPD.

Each atom is followed by the atoms it is bonded to, with distances in Å.
Atoms and positions in Å:
1 C -0.0799 2.9503 0.5274  C2 1.535, H35 1.092, H36 1.089, H37 1.089
2 C -1.4503 3.6411 0.4846  C1 1.535, C3 1.548, H38 1.093, H39 1.085
3 C -2.4687 2.8964 1.3808  C2 1.548, C4 1.540, H40 1.086, H41 1.094
4 C -3.8648 2.7753 0.7429  C3 1.540, C5 1.544, H42 1.091, H43 1.090
5 C -4.1673 1.3489 0.2344  C4 1.544, C6 1.543, H44 1.090, H45 1.085
6 C -3.7574 1.2525 -1.2496  C5 1.543, C7 1.496, H46 1.085, H47 1.096
7 C -4.1624 -0.0024 -1.9563  C6 1.496, C8 1.421, C29 1.389
8 C -5.1891 0.0096 -2.9394  C7 1.421, C9 1.503, N13 1.309
9 C -5.9673 1.2491 -3.2808  C8 1.503, C10 1.548, H48 1.085, H49 1.088
10 C -7.0416 1.6072 -2.2247  C9 1.548, C11 1.530, Br12 1.973, H50 1.086
11 C -6.8181 2.9564 -1.5395  C10 1.530, H51 1.087, H52 1.087, H53 1.088
12 Br -8.7808 1.6897 -3.1535  C10 1.973
13 N -5.5416 -1.0443 -3.6320  C8 1.309, N14 1.333
14 N -4.8970 -2.1812 -3.3687  N13 1.333, C15 1.466, C18 1.329
15 C -5.3603 -3.2967 -4.1990  N14 1.466, C16 1.527, H54 1.087, H55 1.086
16 C -6.4105 -4.1441 -3.4838  C15 1.527, O17 1.182, H56 1.100
17 O -7.5270 -4.1603 -3.8703  C16 1.182
18 C -3.9386 -2.3226 -2.4594  N14 1.329, C19 1.495, C29 1.405
19 C -3.2953 -3.6578 -2.2658  C18 1.495, C20 1.569, H57 1.087, H58 1.087
20 C -2.1258 -3.9955 -3.2552  C19 1.569, C21 1.534, H59 1.086, H60 1.091
21 C -1.4033 -2.8050 -3.8995  C20 1.534, C22 1.543, C23 1.556, H61 1.088
22 C -2.1085 -2.3424 -5.1915  C21 1.543, H62 1.093, H63 1.087, H64 1.091
23 C 0.0372 -3.2691 -4.2624  C21 1.556, C24 1.529, H65 1.092, H66 1.089
24 C 1.0999 -2.6399 -3.3602  C23 1.529, C25 1.519, H67 1.091, H68 1.094
25 C 0.9467 -3.1177 -1.9266  C24 1.519, C26 1.337, H69 1.084
26 C 1.9598 -3.1708 -1.0552  C25 1.337, C27 1.503, C28 1.505
27 C 1.9525 -4.1533 0.0819  C26 1.503, H70 1.090, H71 1.094, H72 1.088
28 C 3.1727 -2.2855 -1.1486  C26 1.505, H73 1.089, H74 1.093, H75 1.088
29 C -3.5286 -1.2123 -1.7022  C7 1.389, C18 1.405, B30 1.599
30 B -2.3456 -1.2698 -0.6284  C29 1.599, O31 1.358, O32 1.360
31 O -1.1163 -0.9643 -1.1193  B30 1.358, H76 0.970
32 O -2.4909 -1.5296 0.6989  B30 1.360, C33 1.438
33 C -3.5358 -2.3962 1.1744  O32 1.438, C34 1.513, H77 1.089, H78 1.090
34 C -4.6991 -1.6517 1.7931  C33 1.513, H79 1.089, H80 1.088, H81 1.089
35 H -0.0745 2.0467 -0.0863  C1 1.092
36 H 0.1724 2.6799 1.5522  C1 1.089
37 H 0.6888 3.6178 0.1406  C1 1.089
38 H -1.7911 3.6241 -0.5539  C2 1.093
39 H -1.3211 4.6683 0.8089  C2 1.085
40 H -2.5106 3.4142 2.3344  C3 1.086
41 H -2.0269 1.9083 1.5378  C3 1.094
42 H -3.8919 3.4851 -0.0858  C4 1.091
43 H -4.6451 3.1030 1.4299  C4 1.090
44 H -5.2161 1.0922 0.3822  C5 1.090
45 H -3.5373 0.6949 0.8280  C5 1.085
46 H -4.0609 2.1546 -1.7696  C6 1.085
47 H -2.6613 1.2565 -1.2541  C6 1.096
48 H -6.4703 1.0742 -4.2262  C9 1.085
49 H -5.3000 2.0904 -3.4571  C9 1.088
50 H -7.1664 0.8038 -1.5049  C10 1.086
51 H -7.7832 3.4134 -1.3368  C11 1.087
52 H -6.2781 3.6514 -2.1773  C11 1.087
53 H -6.3422 2.8280 -0.5691  C11 1.088
54 H -4.5265 -3.8824 -4.5774  C15 1.087
55 H -5.8757 -2.8877 -5.0627  C15 1.086
56 H -6.1089 -4.7550 -2.6198  C16 1.100
57 H -2.8573 -3.7145 -1.2729  C19 1.087
58 H -4.0143 -4.4720 -2.3122  C19 1.087
59 H -1.4162 -4.5792 -2.6757  C20 1.086
60 H -2.4819 -4.6625 -4.0420  C20 1.091
61 H -1.3329 -1.9466 -3.2344  C21 1.088
62 H -2.9067 -1.6197 -5.0049  C22 1.093
63 H -1.4044 -1.8466 -5.8548  C22 1.087
64 H -2.5251 -3.1943 -5.7313  C22 1.091
65 H 0.0881 -4.3583 -4.2075  C23 1.092
66 H 0.2747 -3.0194 -5.2959  C23 1.089
67 H 2.0729 -3.0020 -3.6961  C24 1.091
68 H 1.1025 -1.5509 -3.4683  C24 1.094
69 H -0.0506 -3.4128 -1.6193  C25 1.084
70 H 2.8252 -4.8020 0.0066  C27 1.090
71 H 2.0365 -3.6335 1.0408  C27 1.094
72 H 1.0502 -4.7613 0.0846  C27 1.088
73 H 2.8821 -1.2945 -1.4933  C28 1.089
74 H 3.9428 -2.6742 -1.8195  C28 1.093
75 H 3.6062 -2.2258 -0.1522  C28 1.088
76 H -0.3987 -1.3534 -0.5961  O31 0.970
77 H -3.8666 -3.1097 0.4208  C33 1.089
78 H -3.0788 -2.9884 1.9669  C33 1.090
79 H -4.3078 -0.9481 2.5265  C34 1.089
80 H -5.3177 -1.1428 1.0566  C34 1.088
81 H -5.3289 -2.3507 2.3423  C34 1.089
82 C -2.4074 8.2408 4.8700  C83 1.535, C88 1.526, H89 1.089, H90 1.092
83 C -2.2874 7.2194 6.0095  C82 1.535, C84 1.533, H91 1.091, H92 1.088
84 C -2.0589 5.8445 5.3712  C83 1.533, S85 1.795, H93 1.086, H94 1.089
85 S -1.2355 6.1513 3.8056  C84 1.795, O86 1.447, O87 1.440, C88 1.790
86 O -2.1109 5.7465 2.7262  S85 1.447
87 O 0.1227 5.6741 3.8563  S85 1.440
88 C -1.2564 7.9375 3.9159  C82 1.526, S85 1.790, H95 1.087, H96 1.089
89 H -2.3603 9.2652 5.2355  C82 1.089
90 H -3.3614 8.1109 4.3542  C82 1.092
91 H -1.4358 7.4753 6.6422  C83 1.091
92 H -3.1735 7.2119 6.6415  C83 1.088
93 H -1.4257 5.2127 5.9874  C84 1.086
94 H -2.9990 5.3386 5.1585  C84 1.089
95 H -1.3864 8.3578 2.9213  C88 1.087
96 H -0.2990 8.2483 4.3326  C88 1.089
97 C 8.9872 -2.8767 0.0163  C98 1.533, C103 1.527, H104 1.088, H105 1.092
98 C 8.3993 -1.4952 -0.2952  C97 1.533, C99 1.536, H106 1.092, H107 1.089
99 C 6.9005 -1.6882 -0.5719  C98 1.536, S100 1.799, H108 1.087, H109 1.088
100 S 6.4025 -3.1411 0.3641  C99 1.799, O101 1.443, O102 1.443, C103 1.787
101 O 6.0051 -4.1723 -0.5645  S100 1.443
102 O 5.5314 -2.7460 1.4444  S100 1.443
103 C 8.0244 -3.5307 1.0041  C97 1.527, S100 1.787, H110 1.087, H111 1.090
104 H 9.9905 -2.8049 0.4310  C97 1.088
105 H 9.0443 -3.4670 -0.9003  C97 1.092
106 H 8.5274 -0.8381 0.5671  C98 1.092
107 H 8.9080 -1.0324 -1.1394  C98 1.089
108 H 6.3055 -0.8383 -0.2459  C99 1.087
109 H 6.7003 -1.8979 -1.6203  C99 1.088
110 H 8.1310 -4.6105 1.0755  C103 1.087
111 H 8.1001 -3.0794 1.9929  C103 1.090
112 C 0.5385 0.8951 7.8032  C113 1.535, C118 1.526, H119 1.089, H120 1.092
113 C 0.0405 0.9081 9.2552  C112 1.535, C114 1.534, H121 1.092, H122 1.088
114 C -0.4029 2.3418 9.5750  C113 1.534, S115 1.798, H123 1.087, H124 1.088
115 S -0.9185 3.0644 8.0118  C114 1.798, O116 1.442, O117 1.442, C118 1.790
116 O -0.0217 4.1423 7.6760  S115 1.442
117 O -2.3464 3.2637 8.0099  S115 1.442
118 C -0.5132 1.6485 6.9945  C112 1.526, S115 1.790, H125 1.088, H126 1.090
119 H 0.6751 -0.1187 7.4305  C112 1.089
120 H 1.4984 1.4108 7.7355  C112 1.092
121 H -0.8077 0.2286 9.3557  C113 1.092
122 H 0.8101 0.5750 9.9490  C113 1.088
123 H -1.2416 2.3733 10.2654  C114 1.087
124 H 0.4177 2.9444 9.9589  C114 1.088
125 H -0.1582 1.9938 6.0258  C118 1.088
126 H -1.4226 1.0599 6.8765  C118 1.090
127 C 8.1940 -2.5995 -5.6098  C128 1.535, C133 1.525, H134 1.089, H135 1.092
128 C 7.2939 -1.4124 -5.2403  C127 1.535, C129 1.534, H136 1.091, H137 1.090
129 C 7.9922 -0.6423 -4.1126  C128 1.534, S130 1.800, H138 1.087, H139 1.085
130 S 9.7563 -0.9266 -4.3266  C129 1.800, O131 1.443, O132 1.437, C133 1.790
131 O 10.2423 -1.6821 -3.1971  S130 1.443
132 O 10.3878 0.2968 -4.7396  S130 1.437
133 C 9.6039 -2.0297 -5.7282  C127 1.525, S130 1.790, H140 1.087, H141 1.089
134 H 7.8780 -3.0734 -6.5375  C127 1.089
135 H 8.1611 -3.3524 -4.8192  C127 1.092
136 H 7.1725 -0.7630 -6.1091  C128 1.091
137 H 6.3003 -1.7383 -4.9342  C128 1.090
138 H 7.8050 0.4274 -4.1607  C129 1.087
139 H 7.7166 -1.0234 -3.1347  C129 1.085
140 H 10.3875 -2.7817 -5.6770  C133 1.087
141 H 9.7154 -1.4295 -6.6304  C133 1.089

Calculated values
Net charge: +1
Highest occupied orbital energy: -10.7 eV
Spin multiplicity: 1
Gap between HOMO and LUMO: 6.8 eV
Calculated total energy: -6814.399899 hartree

---

Entry 2:
A cluster of 4 separate species, C43H79FN9O4S2 in total in a non-equilibrium geometry. Source: the OMol25 dataset; level of theory: wB97M-V/def2-TZVPD.

Each atom is followed by the atoms it is bonded to, with distances in Å.
Atoms and positions in Å:
1 C -3.0875 0.7031 1.8740  C2 1.227, H42 1.125
2 C -2.3585 0.9457 0.9170  C1 1.227, C3 1.575
3 C -1.1728 1.4733 0.0250  C2 1.575, C4 1.613, N7 1.510, C21 1.606
4 C -1.7362 2.8913 -0.4983  C3 1.613, N5 1.505, H43 1.135, H44 1.126
5 N -3.2319 2.8815 -0.3320  C4 1.505, C6 1.480, H45 1.029
6 C -3.9278 2.6577 -1.6191  N5 1.480, H46 1.133, H47 1.143, H48 1.146
7 N -1.1674 0.5478 -1.1679  C3 1.510, O8 1.380, C9 1.522, H49 1.039
8 O -1.6155 -0.7512 -1.0363  N7 1.380, H50 0.986
9 C 0.1960 0.7794 -1.8030  N7 1.522, C10 1.588, C13 1.609, H51 1.145
10 C 0.4627 -0.1871 -3.0345  C9 1.588, N11 1.484, H52 1.138, H53 1.153
11 N 0.7851 -1.5909 -2.6761  C10 1.484, C12 1.493, H54 1.029
12 C 1.6776 -2.2497 -3.6756  N11 1.493, H55 1.143, H56 1.143, H57 1.133
13 C 1.3321 1.0123 -0.6871  C9 1.609, C14 1.594, C18 1.587, C21 1.646
14 C 2.0339 2.3557 -1.1809  C13 1.594, C15 1.593, H58 1.142, H59 1.133
15 C 2.6296 2.3094 -2.6571  C14 1.593, C16 1.599, H60 1.135, H61 1.127
16 C 3.9050 3.2545 -2.8503  C15 1.599, F17 1.442, H62 1.142, H63 1.127
17 F 4.0632 3.3882 -4.2778  C16 1.442
18 C 2.2697 -0.1983 -0.2715  C13 1.587, N19 1.491, H64 1.141, H65 1.130
19 N 3.4246 -0.4158 -1.1895  C18 1.491, C20 1.498, H66 1.026
20 C 4.6428 0.2679 -0.6476  N19 1.498, H67 1.136, H68 1.133, H69 1.140
21 C 0.3313 1.3510 0.5749  C3 1.606, C13 1.646, N22 1.485, C23 1.591
22 N 0.2584 0.1974 1.5075  C21 1.485, H70 1.023, H71 1.021
23 C 0.6970 2.5729 1.5261  C21 1.591, C24 1.592, H72 1.137, H73 1.135
24 C 2.1767 2.5529 2.1125  C23 1.592, C25 1.589, H74 1.129, H75 1.144
25 C 2.2724 2.4766 3.6970  C24 1.589, S26 1.840, H76 1.132, H77 1.143
26 S 1.7432 0.8735 4.4284  C25 1.840, C27 1.828
27 C 3.1904 -0.1336 4.9110  S26 1.828, S28 1.672, N29 1.456
28 S 4.6206 0.6417 5.2965  C27 1.672
29 N 3.0479 -1.5808 4.9810  C27 1.456, C30 1.464, C36 1.469
30 C 3.6912 -2.2795 3.8663  N29 1.464, C31 1.495, C35 1.527
31 C 4.5575 -1.6650 2.8140  C30 1.495, C32 1.515, H78 1.123
32 C 5.1415 -2.4863 1.6822  C31 1.515, C33 1.495, H79 1.128
33 C 4.8523 -3.9501 1.5968  C32 1.495, C34 1.505, H80 1.124
34 C 4.0172 -4.6280 2.6498  C33 1.505, C35 1.497, H81 1.133
35 C 3.4629 -3.7852 3.7554  C30 1.527, C34 1.497, H82 1.135
36 C 1.6521 -2.0001 5.1646  N29 1.469, C37 1.505, C41 1.521
37 C 1.1943 -2.2705 6.5725  C36 1.505, C38 1.500, H83 1.127
38 C -0.2183 -2.7370 6.7609  C37 1.500, C39 1.515, H84 1.124
39 C -1.1902 -2.9574 5.6193  C38 1.515, C40 1.503, H85 1.123
40 C -0.7384 -2.6678 4.2153  C39 1.503, C41 1.494, H86 1.130
41 C 0.6692 -2.2062 4.0221  C36 1.521, C40 1.494, H87 1.137
42 H -3.8086 0.6533 2.7361  C1 1.125
43 H -1.5559 3.0937 -1.6005  C4 1.135
44 H -1.3735 3.7861 0.0820  C4 1.126
45 H -3.4966 3.7782 0.0964  N5 1.029
46 H -3.4943 3.2151 -2.5054  C6 1.133
47 H -5.0008 3.0360 -1.5092  C6 1.143
48 H -4.0411 1.5376 -1.8327  C6 1.146
49 H -1.7894 0.9135 -1.9153  N7 1.039
50 H -2.2715 -0.8830 -1.7601  O8 0.986
51 H -0.0086 1.7713 -2.3362  C9 1.145
52 H 1.2155 0.2548 -3.7653  C10 1.138
53 H -0.5241 -0.2229 -3.6297  C10 1.153
54 H -0.0874 -2.1360 -2.7144  N11 1.029
55 H 2.6779 -2.5801 -3.2329  C12 1.143
56 H 1.2007 -3.1935 -4.1091  C12 1.143
57 H 1.9366 -1.6011 -4.5680  C12 1.133
58 H 1.2244 3.1619 -1.1802  C14 1.142
59 H 2.8566 2.7355 -0.5002  C14 1.133
60 H 1.8364 2.7198 -3.3582  C15 1.135
61 H 2.9336 1.2864 -3.0207  C15 1.127
62 H 3.6065 4.2707 -2.4244  C16 1.142
63 H 4.8363 2.8590 -2.3540  C16 1.127
64 H 1.6262 -1.1405 -0.2989  C18 1.141
65 H 2.6845 -0.1408 0.7783  C18 1.130
66 H 3.6032 -1.4205 -1.2945  N19 1.026
67 H 4.8318 -0.0426 0.4290  C20 1.136
68 H 4.5255 1.3952 -0.6452  C20 1.133
69 H 5.5783 -0.0221 -1.2309  C20 1.140
70 H -0.1595 -0.6374 1.0894  N22 1.023
71 H -0.1514 0.4362 2.4120  N22 1.021
72 H -0.0390 2.5877 2.3923  C23 1.137
73 H 0.5611 3.5383 0.9458  C23 1.135
74 H 2.8503 1.7516 1.6908  C24 1.129
75 H 2.6568 3.5489 1.8169  C24 1.144
76 H 3.3225 2.7624 4.0080  C25 1.132
77 H 1.5796 3.2750 4.1322  C25 1.143
78 H 4.8045 -0.5701 2.8342  C31 1.123
79 H 5.7943 -2.0004 0.9017  C32 1.128
80 H 5.2455 -4.5779 0.7512  C33 1.124
81 H 3.7707 -5.7343 2.6491  C34 1.133
82 H 2.8097 -4.3142 4.5178  C35 1.135
83 H 1.8752 -2.1470 7.4625  C37 1.127
84 H -0.6017 -2.9443 7.7970  C38 1.124
85 H -2.2355 -3.3367 5.7744  C39 1.123
86 H -1.3783 -2.8111 3.2945  C40 1.130
87 H 1.0945 -1.9817 2.9913  C41 1.137
88 C 1.0353 6.3053 -3.7324  C89 1.527, H94 1.092, H95 1.094, H96 1.094
89 C 0.8883 7.4230 -4.7622  C88 1.527, C90 1.542, N93 1.467, H97 1.095
90 C 1.3685 7.0265 -6.1727  C89 1.542, O91 1.420, H98 1.095, H99 1.097
91 O 2.7804 7.0121 -6.3283  C90 1.420, C92 1.418
92 C 3.4084 5.8276 -5.8666  O91 1.418, H100 1.093, H101 1.092, H102 1.092
93 N 1.5833 8.6168 -4.2692  C89 1.467, H103 1.018, H104 1.020
94 H 2.0681 6.1679 -3.4069  C88 1.092
95 H 0.4488 6.5354 -2.8386  C88 1.094
96 H 0.6724 5.3533 -4.1326  C88 1.094
97 H -0.1796 7.6551 -4.8355  C89 1.095
98 H 1.0050 7.7823 -6.8768  C90 1.095
99 H 0.9329 6.0711 -6.4917  C90 1.097
100 H 2.7886 4.9414 -6.0282  C92 1.093
101 H 3.6656 5.9257 -4.8102  C92 1.092
102 H 4.3409 5.7016 -6.4201  C92 1.092
103 H 1.4046 9.3869 -4.9107  N93 1.018
104 H 2.5840 8.4483 -4.3693  N93 1.020
105 C -8.9049 -0.8129 -1.5571  C106 1.526, H111 1.091, H112 1.092, H113 1.093
106 C -7.9977 0.4111 -1.6375  C105 1.526, C107 1.541, N110 1.468, H114 1.095
107 C -7.8591 0.9834 -3.0620  C106 1.541, O108 1.423, H115 1.096, H116 1.096
108 O -6.9954 0.2373 -3.9124  C107 1.423, C109 1.420
109 C -7.5984 -0.8974 -4.5155  O108 1.420, H117 1.093, H118 1.092, H119 1.092
110 N -6.6894 0.0730 -1.0634  C106 1.468, H120 1.019, H121 1.020
111 H -8.4254 -1.7164 -1.9373  C105 1.091
112 H -9.1786 -1.0127 -0.5186  C105 1.092
113 H -9.8288 -0.6534 -2.1189  C105 1.093
114 H -8.4528 1.1901 -1.0168  C106 1.095
115 H -7.4035 1.9768 -2.9825  C107 1.096
116 H -8.8379 1.1290 -3.5340  C107 1.096
117 H -8.6522 -0.7276 -4.7516  C109 1.093
118 H -7.4885 -1.7719 -3.8709  C109 1.092
119 H -7.0660 -1.1066 -5.4457  C109 1.092
120 H -6.1199 0.9171 -1.0330  N110 1.019
121 H -6.2067 -0.5188 -1.7392  N110 1.020
122 C -0.6644 -6.2385 5.3288  C123 1.525, H128 1.091, H129 1.091, H130 1.094
123 C 0.2847 -6.2095 4.1355  C122 1.525, C124 1.541, N127 1.468, H131 1.096
124 C -0.1974 -7.0606 2.9444  C123 1.541, O125 1.421, H132 1.096, H133 1.097
125 O -0.0114 -8.4601 3.1096  C124 1.421, C126 1.418
126 C -1.0207 -9.1033 3.8711  O125 1.418, H134 1.094, H135 1.092, H136 1.092
127 N 1.6229 -6.6149 4.5819  C123 1.468, H137 1.018, H138 1.020
128 H -0.6014 -7.1707 5.8930  C122 1.091
129 H -0.4233 -5.4320 6.0232  C122 1.091
130 H -1.7012 -6.1018 5.0084  C122 1.094
131 H 0.3389 -5.1706 3.7921  C123 1.096
132 H 0.4049 -6.7875 2.0706  C124 1.096
133 H -1.2396 -6.8354 2.6849  C124 1.097
134 H -2.0061 -8.6567 3.7104  C126 1.094
135 H -0.7629 -9.0863 4.9319  C126 1.092
136 H -1.0611 -10.1492 3.5602  C126 1.092
137 H 2.2720 -6.5040 3.8059  N127 1.018
138 H 1.6004 -7.6230 4.7337  N127 1.020

Calculated values
Net charge: +1
Highest occupied orbital energy: -9.9 eV
Spin multiplicity: 1
Gap between HOMO and LUMO: 6.7 eV
Calculated total energy: -3375.094519 hartree